a) Density functional theory data (wB97M-V/def2-TZVPD) for 3 unconnected molecules or ions with the total composition C3H11NO3.

Geometry (Å):
C  0.9214  -1.8916  -0.3828
N  -0.2027  -0.9311  -0.3257
C  -0.0862  -0.3963  1.0553
C  -0.3348  1.1091  1.0244
O  0.3636  2.0494  1.4109
H  0.7452  -2.9054  -1.0031
H  2.0218  -1.7336  -0.7091
H  0.9446  -2.4443  0.6002
H  -0.0206  -0.2617  -0.9828
H  0.9514  -0.5635  1.4524
H  -0.7687  -1.0333  1.6839
H  -1.1135  1.4215  0.2883
O  1.7280  2.7169  -1.3223
H  2.6742  2.5339  -1.4337
H  1.6966  2.7878  -0.3553
O  -3.1006  0.2137  -0.0793
H  -3.9714  -0.2776  -0.3647
H  -2.4482  -0.3937  -0.5565

## Properties
* frontier orbital gap: 10.525 eV
* structure (SMILES): CNCC=O.O.O

---

b) Density functional theory data (wB97M-V/def2-TZVPD) for 4 unconnected molecules or ions with the total composition C3H11NO3.

Geometry (Å):
C  2.8367  0.5118  2.3759
C  2.0108  1.1670  1.4510
N  1.6677  0.3570  0.3172
C  1.5917  1.0999  -0.7417
H  3.1876  -0.5158  2.0992
H  3.0462  1.0492  3.3061
H  2.0801  2.2267  1.4919
H  1.7544  0.9832  -1.8155
H  1.4300  2.1379  -0.4534
O  -0.0710  -2.0419  -0.0395
H  0.5822  -1.3375  0.1333
H  0.4071  -2.8617  0.0923
O  -5.0005  -0.0915  -1.3435
H  -5.6283  -0.4477  -0.7885
H  -4.1866  -0.0742  -0.9252
O  -2.0057  -0.3658  -1.5239
H  -2.0370  -0.5978  -2.4976
H  -1.6653  -1.1989  -1.1381

## Properties
* frontier orbital gap: 9.578 eV
* structure (SMILES): C=CN=C.O.O.O

---

Short version: b) is the least stable of them.

---

a) Density functional theory data (wB97M-V/def2-TZVPD) for 4 unconnected molecules or ions with the total composition C3H11NO3.

Geometry (Å):
C  1.3212  -1.5398  -1.5598
C  1.1226  -0.2700  -1.1419
N  0.6851  -0.0393  0.1816
C  1.2700  -0.5266  1.1899
H  1.3300  -2.2605  -0.7496
H  1.8445  -1.7198  -2.4847
H  1.6328  0.5543  -1.6374
H  0.6264  -0.7840  2.0285
H  2.2699  -0.9865  1.1996
O  0.3777  2.6870  0.0533
H  0.3581  1.7564  -0.1983
H  0.0329  3.1654  -0.7025
O  -2.1709  -1.3036  -0.9025
H  -1.4146  -0.9191  -0.4574
H  -2.7600  -0.5323  -0.8399
O  -2.1571  0.5903  2.2515
H  -1.7449  0.7160  1.3706
H  -2.6236  1.4121  2.3991

## Properties
* frontier orbital gap: 9.822 eV
* structure (SMILES): C=CN=C.O.O.O

---

b) Density functional theory data (wB97M-V/def2-TZVPD) for 2 unconnected molecules or ions with the total composition C3H11NO3.

Geometry (Å):
N  -0.2201  1.2486  0.2464
C  -0.3296  0.0706  -0.6283
C  -1.1477  -1.0604  -0.0271
O  -2.4974  -0.6819  0.2492
C  1.0379  -0.4297  -1.0529
O  0.8845  -1.1929  -2.2302
H  -0.6581  1.0299  1.1290
H  -0.7877  1.9859  -0.1566
H  -0.8998  0.3303  -1.5376
H  -1.1284  -1.8562  -0.7600
H  -0.7725  -1.4296  0.9197
H  -2.8200  -0.1389  -0.4795
H  1.7304  0.4243  -1.1878
H  1.5019  -1.0135  -0.2426
H  1.7442  -1.3412  -2.6328
O  1.1889  1.3169  3.0907
H  2.1377  1.4961  3.1620
H  1.0358  1.2417  2.1385

## Properties
* frontier orbital gap: 10.821 eV
* structure (SMILES): NC(CO)CO.O

---

c) Density functional theory data (wB97M-V/def2-TZVPD) for 3 unconnected molecules or ions with the total composition C3H11NO3.

Geometry (Å):
C  1.6933  0.0478  0.0226
C  0.3506  -0.6568  -0.3063
C  -0.2194  -0.1155  -1.7596
N  -0.5285  1.2189  -1.6869
O  0.4782  -0.5212  -2.6886
H  2.3281  -0.0533  -0.8637
H  1.5412  1.1162  0.1962
H  2.0722  -0.3617  0.9517
H  -0.4275  -0.6770  0.4374
H  0.5502  -1.6920  -0.4836
H  -1.2544  1.5456  -1.0638
H  -0.3269  1.7504  -2.5264
H  0.6598  0.0765  3.3519
H  -1.2111  -0.1248  2.0340
O  0.2611  -0.0323  2.4860
H  -1.2314  -0.6146  -1.6587
H  -2.6549  -0.7352  2.0473
O  -2.0805  -0.1709  1.5107

## Properties
* frontier orbital gap: 3.747 eV

---

d) Density functional theory data (wB97M-V/def2-TZVPD) for 3 unconnected molecules or ions with the total composition C3H11NO3.

Geometry (Å):
C  0.4379  1.5328  -1.0455
C  0.7860  0.1566  -1.5235
N  -0.0740  -0.8915  -0.9625
C  2.2277  -0.2173  -0.9856
O  2.4161  -1.2421  -0.3987
H  -0.5559  1.7747  -1.4930
H  -0.0602  1.4787  -0.0757
H  1.0327  2.4058  -1.2793
H  0.8782  0.0374  -2.6064
H  -1.0531  -0.7255  -1.1779
H  0.1741  -1.7949  -1.3488
H  3.0467  0.4603  -1.3097
O  -2.9314  -0.0750  3.2782
H  -2.0810  -0.1226  2.8481
H  -3.3322  0.7613  3.0456
O  -0.3065  -0.8128  1.8476
H  -0.2045  -1.6544  2.2797
H  -0.4005  -1.0714  0.9073

## Properties
* frontier orbital gap: 10.480 eV
* structure (SMILES): C[C@H](N)C=O.O.O

---

Short version: c) is the least stable of them.

---

a) Density functional theory data (wB97M-V/def2-TZVPD) for a molecular structure, C6H4N2S.

Geometry (Å):
C  -2.4927  -0.4656  0.0867
C  -1.9355  -1.0075  -1.1749
C  -0.6736  -0.7444  -1.5600
C  0.2119  -0.0277  -0.6848
C  -0.2858  0.2812  0.6706
C  -1.7302  0.1773  0.9992
H  -3.6309  -0.5333  0.1005
H  -2.6279  -1.8694  -1.7779
H  -0.3188  -1.0737  -2.5759
H  -1.9802  0.7057  1.9100
N  1.4853  -0.0588  -0.9542
N  0.7679  0.6683  1.4238
S  2.1388  0.5765  0.5647

## Properties
* frontier orbital gap: 8.650 eV

---

b) Density functional theory data (wB97M-V/def2-TZVPD) for a molecular structure, C6H4N2S.

Geometry (Å):
C  2.0524  0.3291  -0.0237
C  3.0215  -0.5861  -0.1386
C  -0.5632  1.3045  -0.0115
C  1.5877  1.5953  0.0223
C  0.8736  -0.5456  0.0167
C  -1.5839  -0.8218  -0.0062
N  0.4330  2.1513  0.0517
N  -0.3529  -0.1008  0.0432
S  1.6835  -1.9734  0.1026
H  -1.5467  1.6817  0.0530
H  -2.1401  -0.1960  -0.7092
H  -1.2952  -1.9244  -0.3683
H  -2.1697  -0.9138  0.9680

## Properties
* frontier orbital gap (spin up / spin down): 6.141 / 5.889 eV

---

Short version: b) is the least stable of them.